Arrangement A

DFT (wB97M-V/def2-TZVPD) results for the molecule C6H9N3O.

E_LUMO (spin up / spin down) ... -0.016 / -0.011 Eh
E_HOMO (spin up / spin down) ... -6.87 / -7.03 eV
HOMO-LUMO gap (spin up / spin down) ... 0.2364 / 0.2475 hartree

Geometry as XYZ:
```
19
Properties=species:S:1:pos:R:3:lowdin_charge:R:1
C 0.75245 -1.19780 -0.02410 -0.33
C 1.15426 0.10350 0.23457 -0.05
C -0.65526 -1.44975 0.14193 -0.40
C -1.38476 -0.24803 0.06806 0.07
C -3.15646 1.56549 -0.09332 -0.06
C 2.83766 1.60627 -0.08517 -0.14
N -1.11058 -2.63488 0.43133 0.13
N -2.31890 0.42533 -0.12964 0.14
N 1.56057 -2.33078 -0.36391 0.10
O 2.51879 0.27167 0.21020 -0.15
H -4.12302 1.42267 0.51012 0.12
H -3.52572 1.92263 -0.99332 0.05
H -2.67645 2.48314 0.35309 0.12
H 3.84069 1.77308 -0.00046 0.04
H 2.21826 2.35972 0.61168 0.13
H 2.60467 1.97072 -1.05664 0.06
H -2.08194 -2.65635 0.53394 0.01
H 2.51393 -2.20526 0.04769 0.11
H 1.03181 -3.18137 -0.39605 0.06
```


Arrangement B

DFT (wB97M-V/def2-TZVPD) results for the molecule C6H9N3O.

E_LUMO ... -0.004 Eh
E_HOMO ... -8.73 eV
SMILES string ... N#C/C=N/N1CCOCC1
HOMO-LUMO gap ... 0.3170 hartree

Geometry as XYZ:
```
19
Properties=species:S:1:pos:R:3:lowdin_charge:R:1
N 3.21271 -2.80058 -2.66173 0.14
C 2.68294 -2.32897 -1.73850 -0.20
C 2.01860 -1.49831 -0.76520 -0.15
N 0.71100 -1.45234 -0.65324 0.08
N 0.05037 -0.43568 0.02882 -0.18
C -1.30988 -0.69597 0.45688 -0.13
C -1.79206 0.37176 1.46058 -0.21
O -1.67984 1.62008 0.87183 -0.15
C -0.31768 1.91287 0.34183 -0.13
C 0.24971 0.85505 -0.57307 -0.16
H 2.62848 -0.78612 -0.23335 0.10
H -1.52416 -1.63081 0.98621 0.13
H -1.81881 -0.69032 -0.45520 0.10
H -2.91289 0.18013 1.73277 0.16
H -1.28448 0.45071 2.39292 0.11
H 0.37576 2.09520 1.12708 0.10
H -0.35913 2.91071 -0.15643 0.14
H 1.34818 1.03107 -0.69689 0.14
H -0.27885 0.89152 -1.46533 0.10
```


Arrangement C

DFT (wB97M-V/def2-TZVPD) results for the molecule C6H9N3O.

E_LUMO ... 0.024 Eh
E_HOMO ... -9.57 eV
SMILES string ... [H]/N=C(/O)[C@H](N)[C@@]1(C#C)CN1
HOMO-LUMO gap ... 0.3753 hartree

Geometry as XYZ:
```
19
Properties=species:S:1:pos:R:3:lowdin_charge:R:1
H 2.24038 -0.80084 -1.31833 0.04
N 2.55693 -0.19039 -0.56630 0.17
C 1.66490 -0.05885 0.32869 -0.49
O 1.91700 0.69857 1.40000 0.05
C 0.26127 -0.65758 0.35844 -0.28
N 0.09360 -1.85429 -0.43208 0.07
C -0.81959 0.35489 -0.05034 -0.43
C -2.16060 -0.06058 0.33903 -0.07
C -3.27262 -0.38926 0.68408 0.13
C -0.55301 1.81584 -0.17461 -0.09
N -0.74627 1.00380 -1.36664 0.08
H 2.84201 0.49909 1.67559 0.14
H 0.07703 -0.90868 1.41350 0.16
H 0.16340 -1.68405 -1.43140 0.08
H 0.75264 -2.58226 -0.17753 0.09
H -4.24842 -0.68557 1.02589 0.03
H -1.36271 2.50866 0.06032 0.12
H 0.44866 2.18219 0.05166 0.11
H 0.14541 0.80930 -1.81997 0.09
```


Question: which arrangement is favored energetically? Ranking from most to least stable: arrangement C, arrangement B, arrangement A.


Arrangement A

DFT (wB97M-V/def2-TZVPD) results for a structure of composition C15H16N5O3PdSe.

E_LUMO (spin up / spin down) ... -0.014 / -0.017 Eh
E_HOMO (spin up / spin down) ... -7.00 / -7.77 eV
HOMO-LUMO gap (spin up / spin down) ... 0.2439 / 0.2680 hartree
Multiplicity ... 2

Geometry as XYZ:
```
41
Properties=species:S:1:pos:R:3:mulliken_spin:R:1
Pd -1.90545 1.08656 -0.22307 0.00
C 2.35023 2.93475 1.21605 0.02
C 0.93244 2.54398 1.48440 0.00
N 0.54790 1.41730 1.96827 0.00
O 1.61884 0.52629 2.23290 0.00
C -1.34957 3.22960 1.76582 0.00
C -1.76256 3.77042 3.08874 0.00
N -2.07820 2.43784 1.08718 0.00
O -3.23313 1.94378 1.37073 0.00
H 2.96425 2.62516 2.06187 0.00
H 2.42442 4.01109 1.08164 0.00
H 2.72485 2.46196 0.30547 -0.01
H 2.19892 0.54859 1.45870 0.00
H -0.94860 3.62758 3.80062 0.00
H -2.65244 3.24960 3.43519 0.00
H -1.97884 4.83910 3.03056 0.00
Se 0.14830 1.21196 -1.43076 0.39
N -0.05887 3.48977 1.23690 0.00
C 0.00619 4.38094 0.11900 0.03
C -0.42195 5.68998 0.33333 -0.03
C -0.40961 6.63001 -0.67698 0.05
C 0.08751 6.26908 -1.92647 -0.03
C 0.54079 4.98646 -2.13910 0.08
C 0.48059 3.99043 -1.14550 0.00
N 0.98828 2.75644 -1.50413 0.50
H -0.76042 5.96024 1.32590 0.00
H -0.75832 7.63632 -0.48891 0.00
H 0.12717 6.99289 -2.73004 0.00
H 0.93946 4.68882 -3.10018 -0.01
O -2.07867 -0.78238 -1.18092 0.00
N -1.83316 -1.76853 -0.32999 0.00
C -0.86702 -1.66804 0.61548 -0.06
C -0.67644 -2.70689 1.50166 0.00
C -1.43914 -3.85837 1.40586 0.00
C -2.40043 -3.94043 0.41139 0.00
C -2.58450 -2.87732 -0.44138 0.00
H -0.32922 -0.72880 0.63970 0.06
H 0.08230 -2.58938 2.26214 0.00
H -1.29096 -4.67440 2.09887 0.00
H -3.02304 -4.81552 0.29647 0.00
H -3.31829 -2.83208 -1.23093 0.00
```


Arrangement B

DFT (wB97M-V/def2-TZVPD) results for a structure of composition C15H16N5O3PdSe.

E_LUMO (spin up / spin down) ... -0.025 / -0.026 Eh
E_HOMO (spin up / spin down) ... -6.66 / -6.83 eV
HOMO-LUMO gap (spin up / spin down) ... 0.2195 / 0.2246 hartree
Multiplicity ... 2

Geometry as XYZ:
```
41
Properties=species:S:1:pos:R:3:mulliken_spin:R:1
Pd -0.02453 0.00872 0.06516 0.77
C 3.96728 -0.45888 1.88822 0.00
C 2.50785 -0.43085 1.53947 -0.01
N 2.04179 -0.41967 0.32710 0.03
O 2.90545 -0.28993 -0.75431 0.00
C 1.53016 -0.43984 2.60028 0.02
C 1.83345 -0.67426 4.05521 0.01
N 0.30274 -0.18599 2.22529 0.10
O -0.68960 -0.16951 3.00373 0.04
H 4.62778 -0.42751 1.02305 0.00
H 4.18909 -1.37840 2.42977 0.00
H 4.21197 0.38685 2.53052 0.00
H 3.79855 -0.11340 -0.43233 0.00
H 2.89305 -0.57303 4.28166 0.00
H 1.49890 -1.66867 4.36087 0.00
H 1.26804 0.04911 4.64635 0.00
Se -3.07452 1.09512 0.97955 0.00
N -2.07307 0.17586 -0.15768 0.01
C -2.86794 -0.65430 -0.83067 0.02
C -2.42131 -1.57078 -1.80840 -0.01
C -3.34850 -2.36830 -2.41173 0.02
C -4.72749 -2.28451 -2.07621 0.00
C -5.19079 -1.40176 -1.14730 0.00
C -4.26512 -0.55219 -0.48947 0.01
N -4.57199 0.33560 0.44840 0.01
H -1.36549 -1.61561 -2.04170 -0.03
H -3.03507 -3.08029 -3.16378 0.00
H -5.42456 -2.94482 -2.57534 0.00
H -6.23978 -1.33791 -0.89145 0.00
O 0.02364 2.35392 0.00529 0.00
N 0.87567 2.76405 0.88724 0.00
C 0.48992 2.99100 2.16439 0.00
C 1.39258 3.43175 3.10391 0.00
C 2.71703 3.64793 2.75507 0.00
C 3.09452 3.40662 1.43936 0.00
C 2.16308 2.96842 0.52799 0.00
H -0.54701 2.79037 2.37520 0.00
H 1.04752 3.59968 4.11432 0.00
H 3.43463 3.99429 3.48529 0.00
H 4.11312 3.56675 1.11410 0.00
H 2.37544 2.75536 -0.50839 0.00
```


Question: which arrangement is favored energetically? Ranking from most to least stable: arrangement A, arrangement B.


Arrangement A

DFT (wB97M-V/def2-TZVPD) results for the ion C5H14N3 with charge +1.

E_LUMO ... -0.107 Eh
E_HOMO ... -11.56 eV
SMILES string ... C[C@@H]([NH3+])C/C(N)=C/N
HOMO-LUMO gap ... 0.3176 hartree
Charge ... +1

Geometry as XYZ:
```
22
Properties=species:S:1:pos:R:3:lowdin_charge:R:1
C -0.21125 -2.44700 1.78234 -0.04
C -0.55528 -1.43663 0.72920 -0.34
N -1.48286 -0.32954 1.12820 0.17
C 0.70115 -0.72476 0.19556 -0.13
C 0.40982 0.48203 -0.64899 -0.33
N -0.89012 0.46272 -1.25188 0.06
C 1.32049 1.47167 -0.72464 -0.14
N 1.23895 2.62175 -1.46182 0.08
H -0.99221 -2.79387 2.47116 0.09
H 0.60061 -2.13447 2.43350 0.09
H 0.00687 -3.40507 1.30437 0.10
H -1.00130 -1.82443 -0.18744 0.15
H -1.54847 0.18001 0.17305 0.10
H -2.40994 -0.63004 1.44704 0.17
H -1.15512 0.37878 1.78139 0.17
H 1.30403 -0.40852 1.05846 0.12
H 1.40891 -1.42772 -0.26002 0.14
H -1.29219 1.29203 -1.64031 0.10
H -0.94642 -0.24948 -1.98109 0.13
H 2.21386 1.30518 -0.14008 0.13
H 1.83556 3.39771 -1.20353 0.10
H 0.33863 2.98405 -1.71561 0.08
```


Arrangement B

DFT (wB97M-V/def2-TZVPD) results for a cluster of 2 separate species, C5H14N3 in total.

E_LUMO ... -0.124 Eh
E_HOMO ... -13.57 eV
HOMO-LUMO gap ... 0.3742 hartree
Charge ... +1

Geometry as XYZ:
```
22
Properties=species:S:1:pos:R:3:lowdin_charge:R:1
C -1.91131 -1.35951 1.24748 -0.27
C -0.48614 -1.50755 1.19762 -0.15
C 0.90914 0.44291 1.43479 -0.11
C 1.71882 1.58590 1.10947 -0.04
C 0.58810 0.11688 -2.90943 -0.10
N -2.41987 -0.24997 1.14023 0.13
N 0.12400 -0.26081 0.72682 0.06
N -0.27290 0.42124 -1.69882 -0.07
H 0.94504 0.26486 2.58972 0.18
H -2.56738 -2.31296 1.30432 0.16
H -0.28929 -1.82462 2.19377 0.13
H -0.11319 -2.30176 0.57646 0.14
H 2.69509 1.20641 0.83183 0.10
H 1.97820 2.03029 2.07224 0.10
H 1.42282 2.29016 0.25213 0.13
H 1.65945 0.20700 -2.49742 0.10
H 0.34252 -0.86798 -3.27274 0.07
H 0.46128 0.82038 -3.73776 0.08
H -3.39940 -0.09726 1.16480 0.06
H -0.37242 1.45908 -1.62591 0.12
H 0.18389 -0.00039 -0.33209 0.07
H -1.19645 -0.06231 -1.76750 0.11
```


Arrangement C

DFT (wB97M-V/def2-TZVPD) results for a cluster of 2 separate species, C5H14N3 in total.

E_LUMO ... -0.125 Eh
E_HOMO ... -11.62 eV
HOMO-LUMO gap ... 0.3017 hartree
Charge ... +1

Geometry as XYZ:
```
22
Properties=species:S:1:pos:R:3:lowdin_charge:R:1
C 0.09932 0.22755 -1.70514 -0.05
C 0.84829 0.88862 -0.77561 -0.25
N 0.49921 1.98200 -0.00705 -0.11
C 1.49483 2.98591 0.26941 -0.10
H -0.95293 0.50778 -1.75956 0.06
H 0.57407 -0.53944 -2.38753 0.09
H 1.88604 0.67641 -0.52761 0.11
H -0.39873 2.39388 -0.19612 0.12
H 1.62670 3.18936 1.31243 0.06
H 2.45914 2.67708 -0.12049 0.09
H 1.14836 3.97342 -0.08916 0.10
C -0.82273 -2.20881 1.02039 -0.10
C -1.39428 -1.74299 -0.11600 -0.19
N -1.40631 -2.32234 -1.38437 0.07
N -0.47665 -1.20975 2.03892 0.18
H -0.20864 -3.07732 1.08108 0.11
H -1.85402 -0.74863 -0.07048 0.12
H -1.08079 -1.61932 -2.09219 0.08
H -0.86998 -3.18717 -1.44301 0.11
H 0.18519 -0.50893 1.69758 0.15
H -0.05412 -1.63731 2.87830 0.18
H -1.30196 -0.70001 2.37623 0.17
```


Arrangement D

DFT (wB97M-V/def2-TZVPD) results for a cluster of 2 separate species, C5H14N3 in total.

E_LUMO ... -0.130 Eh
E_HOMO ... -12.12 eV
HOMO-LUMO gap ... 0.3151 hartree
Charge ... +1

Geometry as XYZ:
```
22
Properties=species:S:1:pos:R:3:lowdin_charge:R:1
N 3.19006 0.26060 -2.12754 0.00
C 1.89166 0.78637 -1.69947 -0.30
C 1.40510 0.88186 0.73611 -0.01
C 1.53061 0.17945 -0.37299 -0.19
H 3.42525 0.64514 -3.03570 0.07
H 3.11050 -0.73952 -2.27953 0.06
H 1.09772 0.58692 -2.43003 0.11
H 1.97875 1.86381 -1.56979 0.11
H 1.21218 0.44982 1.71066 0.04
H 1.52579 1.96104 0.73264 0.07
H 1.37196 -0.89553 -0.38514 0.09
C -2.91416 0.85748 1.00069 -0.01
N -0.95708 -2.25581 1.03654 0.20
C -1.37843 -1.02646 1.25975 -0.16
N -2.41543 -0.48283 0.69483 0.03
H -3.01505 1.43031 0.08295 0.10
H -2.19796 1.37026 1.63773 0.10
H -3.86384 0.79603 1.51916 0.10
H -1.28019 -2.76875 0.22886 0.14
H -0.03982 -2.50230 1.37589 0.13
H -0.79285 -0.39945 1.92201 0.14
H -2.88476 -0.99843 -0.03764 0.17
```


Question: which arrangement is favored energetically? Ranking from most to least stable: arrangement A, arrangement D, arrangement B, arrangement C.


Arrangement A

DFT (wB97M-V/def2-TZVPD) results for a cluster of 2 separate species, C5H14N3 in total.

E_LUMO ... -0.111 Eh
E_HOMO ... -11.94 eV
HOMO-LUMO gap ... 0.3281 hartree
Charge ... +1

Geometry as XYZ:
```
22
Properties=species:S:1:pos:R:3:lowdin_charge:R:1
C 0.08231 -1.78108 0.87003 -0.06
C 0.96385 -0.90135 1.37335 -0.25
N 0.71276 0.07704 2.29686 -0.09
C 1.60752 1.20869 2.48881 -0.08
H -0.94559 -1.79402 1.21062 0.07
H 0.45073 -2.63320 0.31950 0.06
H 2.00961 -0.97617 1.09381 0.12
H -0.25353 0.20195 2.56514 0.13
H 1.53647 1.56385 3.51428 0.09
H 2.62978 0.87953 2.32649 0.09
H 1.41014 2.04681 1.81579 0.07
C -1.21214 -1.05928 -2.90201 -0.01
N -0.86166 -0.31086 -1.69273 0.03
C -0.93883 0.97443 -1.59613 -0.14
N -0.60377 1.65845 -0.51856 0.20
H -1.81514 -1.92240 -2.62465 0.10
H -0.31502 -1.39352 -3.41080 0.10
H -1.79606 -0.42890 -3.56288 0.09
H -0.49460 -0.82476 -0.87772 0.09
H -1.32038 1.53469 -2.43932 0.16
H -0.18187 1.21856 0.28811 0.09
H -0.66459 2.66152 -0.53801 0.13
```


Arrangement B

DFT (wB97M-V/def2-TZVPD) results for the ion C5H14N3 with charge +1.

E_LUMO ... -0.112 Eh
E_HOMO ... -11.38 eV
SMILES string ... C[C@H]([NH3+])C/C(N)=C/N
HOMO-LUMO gap ... 0.3060 hartree
Charge ... +1

Geometry as XYZ:
```
22
Properties=species:S:1:pos:R:3:lowdin_charge:R:1
C 2.41777 -0.40359 1.15601 -0.05
C 1.20918 -0.31449 0.27239 -0.31
N 1.43923 0.86451 -0.70955 0.22
C -0.05420 0.11832 1.03204 -0.11
C -1.22635 0.11878 0.08548 -0.35
N -1.49948 1.38629 -0.49935 0.07
C -1.74154 -1.02134 -0.38218 -0.17
N -2.90625 -1.20431 -1.13295 0.07
H 2.34898 -1.32316 1.74057 0.10
H 3.39859 -0.51334 0.69058 0.10
H 2.49719 0.27751 1.99295 0.09
H 1.07290 -1.16499 -0.38543 0.15
H 2.12647 0.54358 -1.39412 0.17
H 0.55915 1.07739 -1.18672 0.13
H 1.85593 1.63084 -0.20858 0.16
H -0.23910 -0.54933 1.86147 0.13
H 0.20864 1.09890 1.44265 0.13
H -1.77208 2.11645 0.13713 0.10
H -2.22697 1.43148 -1.20216 0.09
H -1.35110 -1.95093 0.02321 0.13
H -2.77458 -1.86051 -1.89011 0.09
H -3.34239 -0.35806 -1.44335 0.07
```


Arrangement C

DFT (wB97M-V/def2-TZVPD) results for the ion C5H14N3 with charge +1.

E_LUMO ... -0.136 Eh
E_HOMO ... -11.92 eV
SMILES string ... [H]/N=C/NCCCC[NH3+]
HOMO-LUMO gap ... 0.3018 hartree
Charge ... +1

Geometry as XYZ:
```
22
Properties=species:S:1:pos:R:3:lowdin_charge:R:1
H 4.14309 1.24255 1.12479 0.02
N 3.64441 0.40401 0.97050 0.09
C 2.37988 0.43712 1.21121 -0.29
N 1.62711 -0.71851 0.86537 -0.04
C 0.31345 -0.76607 1.68934 -0.12
C -0.93998 -0.32696 0.77270 -0.19
C -0.48610 0.65705 -0.29646 -0.20
C -1.59314 0.76538 -1.37747 -0.10
N -1.62639 -0.46375 -2.38911 0.22
H 1.75370 1.14726 1.80857 0.13
H 1.92257 -1.49462 0.41065 0.08
H 0.59955 -0.09830 2.46582 0.07
H -0.00451 -1.78630 2.12738 0.14
H -1.31198 -1.25241 0.31015 0.10
H -1.66525 0.02221 1.43080 0.09
H -0.33192 1.58195 0.17359 0.10
H 0.60571 0.24314 -0.68068 0.16
H -1.49712 1.64837 -1.99408 0.11
H -2.63245 0.84678 -0.91656 0.15
H -2.12255 -0.14666 -3.19481 0.15
H -0.64098 -0.72656 -2.55422 0.18
H -2.13713 -1.21568 -1.95750 0.15
```


Question: which arrangement is favored energetically? Ranking from most to least stable: arrangement A, arrangement B, arrangement C.